Molecular formula: C3H8N2OS
Method: DFT, ωB97M-V with the def2-TZVPD basis set

Cartesian coordinates (Å):
C 1.1260 0.3097 0.6993
C 0.1544 0.9647 -0.2726
C -1.3157 0.6991 0.0521
H 2.3879 -2.2761 -0.5074
H 1.7199 -0.9998 -1.4418
H 1.2532 0.8214 1.6613
H 0.4006 0.5820 -1.2613
H 1.1950 2.7003 -0.2982
H -1.9075 1.2173 -0.7163
H -1.4991 1.1082 1.0448
H -1.3422 -1.3849 -1.1318
N 1.7122 -1.5144 -0.5463
N 1.8042 -0.7569 0.5795
O 0.2698 2.3665 -0.2719
S -1.7981 -1.0401 0.1075

For the frontier orbital gap, the calculation gives 0.3502 hartree. The HOMO energy comes out at -8.88 eV. The calculation puts the relative energy (zero: lowest compared OMol25 entry of this formula, charge and spin) at 56.47 kcal/mol. The SMILES is N/N=C\[C@H](O)CS. The calculation puts the molecular weight at 120.18 g mol⁻¹. The largest force on an atom is 1.3 eV Å⁻¹. The LUMO energy is 0.654 eV. As for the spin multiplicity: 1.

And the natural (NBO) charges, in e, turn out to be: -0.01, 0.03, -0.53, 0.37, 0.35, 0.19, 0.15, 0.48, 0.23, 0.23, 0.12, -0.66, -0.21, -0.72, -0.02